No. 1
Molecular formula: C22H15CoN7O7S
Method: DFT, ωB97M-V/def2-TZVPD

Each line ends with the Löwdin charge.
Geometry (Å):
1 Co -0.5491 0.4924 -0.5701  0.671
2 N 0.2399 1.0987 3.3800  0.156
3 C 1.2467 0.2218 3.8547  -0.231
4 C 1.9510 0.5332 5.0057  -0.009
5 C 2.9564 -0.3161 5.4455  -0.057
6 C 3.2754 -1.4520 4.7169  -0.060
7 C 2.5834 -1.7457 3.5505  -0.077
8 C 1.5523 -0.9203 3.1295  -0.440
9 S 0.5674 -1.3902 1.7406  1.094
10 N 0.0556 0.1699 1.2487  -0.293
11 C -0.1233 1.1348 2.0862  -0.296
12 C -0.7890 2.3313 1.5199  -0.140
13 C -1.1474 3.4608 2.2298  0.028
14 C -1.8268 4.4762 1.5677  -0.008
15 C -2.1251 4.3287 0.2259  0.001
16 C -1.7273 3.1722 -0.4273  -0.043
17 N -1.0715 2.2057 0.2088  0.054
18 H 0.0473 1.9018 3.9543  0.139
19 H 1.7126 1.4316 5.5628  0.120
20 H 3.4927 -0.0799 6.3538  0.115
21 H 4.0604 -2.1145 5.0526  0.116
22 H 2.8284 -2.6330 2.9806  0.118
23 H -0.9239 3.5668 3.2813  0.120
24 H -2.1237 5.3664 2.1049  0.128
25 H -2.6641 5.0892 -0.3198  0.126
26 H -1.9373 2.9822 -1.4727  0.127
27 O -2.2504 0.7005 -4.1446  0.110
28 C -1.7702 0.2067 -3.1527  -0.510
29 O -1.2830 0.9629 -2.1866  -0.118
30 C -1.7059 -1.2844 -2.9960  -0.027
31 C -2.1552 -2.0633 -4.0574  0.091
32 C -2.1436 -3.4361 -3.9526  -0.106
33 C -1.6991 -4.0933 -2.8132  0.103
34 C -1.2497 -3.3093 -1.7828  -0.062
35 C -1.2451 -1.9108 -1.8356  -0.217
36 O -0.8289 -1.2603 -0.7543  -0.145
37 N -0.7416 -3.9271 -0.5492  -0.358
38 O 0.4596 -3.8953 -0.3788  0.079
39 O -1.5566 -4.3853 0.2183  0.125
40 N -2.6252 -4.2463 -5.0882  -0.351
41 O -3.0031 -3.6535 -6.0736  0.102
42 O -2.5744 -5.4517 -4.9648  0.093
43 H -2.5170 -1.5805 -4.9536  0.141
44 H -1.7096 -5.1724 -2.7586  0.146
45 N 2.6241 2.2494 -2.2253  0.100
46 C 3.2913 1.4041 -1.3733  -0.039
47 C 2.3332 0.7503 -0.6697  -0.064
48 N 1.1037 1.2080 -1.0903  -0.006
49 C 1.3076 2.1003 -2.0419  -0.099
50 H 3.0456 2.8586 -2.9078  0.174
51 H 4.3634 1.3358 -1.3493  0.129
52 H 2.4272 -0.0067 0.0898  0.100
53 H 0.5419 2.5875 -2.6185  0.149

Summary:
Energy relative to the best compared isomer or geometry (same formula, charge and spin) = 0.1217 eV
LUMO energy (spin up / spin down) = -4.592 / -4.589 eV
2S+1 = 1
Total charge = +1



No. 2
Molecular formula: C5H12NO2
Method: DFT, ωB97M-V/def2-TZVPD

Each line ends with the Löwdin charge.
Geometry (Å):
1 C -2.0675 0.0375 1.5600  -0.130
2 N -1.2406 -0.4533 0.4201  -0.111
3 C -0.0757 0.4331 0.2771  -0.341
4 C -0.3915 1.8999 -0.3311  -0.492
5 O -0.1358 2.8981 0.5371  -0.377
6 C 0.9389 -0.2863 -0.6948  -0.172
7 C 1.1894 -1.7438 -0.3294  -0.288
8 O 1.9613 -2.3275 -1.3909  -0.119
9 H -2.5418 0.9804 1.2524  0.066
10 H -2.7897 -0.7425 1.7924  0.054
11 H -1.4701 0.3476 2.4130  0.071
12 H -1.8078 -0.3360 -0.4113  0.088
13 H 0.4856 0.5570 1.2003  0.120
14 H 0.2062 1.8781 -1.2636  0.065
15 H -1.4870 1.8885 -0.5767  0.072
16 H 0.5328 -0.2231 -1.7067  0.102
17 H 1.8979 0.2246 -0.6462  0.112
18 H 1.7747 -1.7595 0.5991  0.106
19 H 0.2877 -2.3233 -0.1337  0.093
20 H 1.8691 -3.3058 -1.4587  0.081

Summary:
Energy relative to the best compared isomer or geometry (same formula, charge and spin) = 3.6423 eV
LUMO energy = 3.323 eV
SMILES string = CN[C@H](C[O-])CCO
2S+1 = 1
Total charge = -1



No. 3
Molecular formula: C5H10N2O
Method: DFT, ωB97M-V/def2-TZVPD

Each line ends with the Löwdin charge.
Geometry (Å):
1 C 3.4206 -0.6729 0.2173  -0.009
2 C 2.1534 -0.5775 -0.2917  -0.289
3 N 1.4733 0.5722 -0.1577  0.056
4 C 0.2311 0.5927 -0.1403  -0.390
5 C -0.4063 2.0020 -0.0460  0.008
6 N -0.6021 -0.4856 -0.0908  0.026
7 O -1.8721 -0.3129 -0.5230  -0.196
8 C -2.8906 -0.8305 0.3257  -0.067
9 H 3.9673 0.2399 0.7086  0.087
10 H 3.9650 -1.6343 0.0656  0.042
11 H 1.7644 -1.4770 -0.8943  0.121
12 H -1.1377 2.1725 -0.7877  0.050
13 H 0.4415 2.6543 -0.1113  0.064
14 H -0.8714 2.0646 1.0049  0.109
15 H -0.2087 -1.2300 -0.5866  0.102
16 H -3.7931 -0.9528 -0.3269  0.099
17 H -2.6612 -1.9105 0.3830  0.085
18 H -2.9733 -0.2142 1.2513  0.102

Summary:
Energy relative to the best compared isomer or geometry (same formula, charge and spin) = 4.1425 eV
LUMO energy = 0.793 eV
SMILES string = C=C/N=C(/C)NOC
2S+1 = 1
Total charge = 0



No. 4
Molecular formula: C13H26Cl2O3SiSn
Method: DFT, ωB97M-V/def2-TZVPD

Each line ends with the Löwdin charge.
Geometry (Å):
1 C 1.2308 2.1572 -0.5911  -0.327
2 C 2.0059 1.1555 -1.3519  -0.353
3 C 2.7002 0.3008 -0.4071  -0.301
4 C 2.1379 1.0897 -2.7780  -0.110
5 C 2.3831 0.7380 0.9406  -0.326
6 C 1.4723 1.8902 0.8553  -0.314
7 C 0.9716 2.6738 1.9487  -0.080
8 C 0.4386 3.2251 -1.1298  -0.089
9 C 3.6222 -0.7546 -0.7512  -0.063
10 C 2.9638 0.2047 2.1428  -0.083
11 Sn 0.1788 0.0410 -0.0368  1.057
12 Cl 0.2263 -2.1220 -4.7031  -0.880
13 Cl -0.8049 0.1488 -2.2109  0.217
14 O -0.0798 -0.6051 1.8944  -0.331
15 H 1.3502 1.6494 -3.3015  0.067
16 H 2.1030 0.0541 -3.1611  0.061
17 H 3.1100 1.5215 -3.0651  0.087
18 H 3.3184 -1.2858 -1.6667  0.094
19 H 3.7137 -1.5018 0.0521  0.077
20 H 4.6284 -0.3338 -0.9283  0.089
21 H 3.0329 -0.8971 2.1259  0.080
22 H 2.4006 0.4852 3.0443  0.077
23 H 3.9943 0.5963 2.2523  0.087
24 H 0.8135 2.0693 2.8595  0.083
25 H 0.0264 3.1848 1.7129  0.077
26 H 1.7166 3.4594 2.2007  0.085
27 H -0.0629 2.9424 -2.0686  0.066
28 H 1.1045 4.0855 -1.3515  0.086
29 H -0.3374 3.5758 -0.4355  0.078
30 H 0.0136 -1.5740 1.8988  -0.010
31 O -1.5476 1.1675 0.4598  -0.409
32 H -1.6538 0.8719 1.3966  -0.023
33 C -2.9742 -2.7741 1.9086  -0.187
34 Si -2.9215 -1.8639 0.2561  0.128
35 C -3.0178 -3.1293 -1.1284  -0.177
36 C -4.4288 -0.7403 0.1508  -0.175
37 O -1.5950 -1.1474 0.0884  -0.504
38 H -3.9047 -3.3687 1.9941  0.011
39 H -2.9393 -2.0445 2.7223  0.014
40 H -2.1141 -3.4476 1.9740  0.012
41 H -3.9461 -3.7246 -1.0488  0.007
42 H -3.0036 -2.6077 -2.0894  0.026
43 H -2.1550 -3.7999 -1.0619  0.022
44 H -4.3943 -0.0129 0.9671  0.013
45 H -4.4162 -0.2209 -0.8115  0.026
46 H -5.3604 -1.3322 0.2321  0.012

Summary:
Energy relative to the best compared isomer or geometry (same formula, charge and spin) = 3.0902 eV
LUMO energy = 4.727 eV
2S+1 = 1
Total charge = -2



No. 5
Molecular formula: C29H36CrN2O8PS
Method: DFT, ωB97M-V/def2-TZVPD

Each line ends with the Mulliken spin population.
Geometry (Å):
1 Cr -0.8829 -0.9076 -0.2089  3.100
2 O 1.7449 -4.1902 0.0741  0.047
3 C 0.8431 -3.2040 0.2486  0.159
4 O 0.4978 -2.4887 -0.7713  0.104
5 C 0.1862 -3.1441 1.4772  0.152
6 C 0.2832 -3.9199 2.6560  0.137
7 C -0.6029 -3.6797 3.6585  -0.017
8 C -1.6389 -2.7155 3.5501  0.280
9 C -1.6876 -2.0277 2.3746  -0.077
10 N -0.7800 -2.1610 1.4457  0.158
11 C -2.7285 -1.0215 1.8210  -0.026
12 O -3.4065 -0.3903 2.9214  -0.002
13 O -2.1903 -0.1120 1.0382  -0.038
14 H 2.0744 -3.9834 -0.8149  0.002
15 H 1.0005 -4.7148 2.8378  0.017
16 H -0.5584 -4.2679 4.5837  0.004
17 H -2.2975 -2.5069 4.3545  0.016
18 H -3.4234 0.5499 2.6686  0.001
19 C -0.9984 1.0967 -4.6268  -0.002
20 C -1.3586 0.1721 -3.4670  -0.029
21 C -0.6093 -1.1415 -3.5475  0.065
22 P -1.2301 0.8872 -1.7637  -0.090
23 C -2.6980 1.9094 -1.4629  0.008
24 C -3.3488 2.7420 -2.5625  -0.004
25 C -2.4269 2.8777 -0.2640  0.003
26 C 0.1779 1.9274 -1.4294  0.017
27 C 0.3868 3.1581 -2.0281  -0.004
28 C 1.3431 4.0886 -1.5773  0.008
29 C 1.5398 5.3957 -2.2818  0.000
30 C 2.0942 3.6279 -0.4351  -0.007
31 C 1.9244 2.3668 0.1056  0.014
32 C 0.9457 1.4195 -0.3439  0.032
33 N 0.6857 0.2408 0.3106  -0.019
34 C 1.6701 -0.3174 1.1517  0.000
35 C 1.5776 -0.3536 2.5468  0.007
36 C 0.5607 0.5201 3.2146  0.003
37 C 2.3973 -1.1287 3.3713  -0.006
38 C 3.3554 -1.9284 2.7961  0.004
39 C 4.2391 -2.7689 3.6368  0.000
40 C 3.5537 -1.8322 1.4263  -0.014
41 C 2.7559 -1.0332 0.6095  0.003
42 C 3.1257 -0.9200 -0.8551  -0.010
43 H -1.4008 0.6093 -5.4843  0.000
44 H 0.1159 1.1954 -4.6939  0.000
45 H -1.4536 2.0972 -4.5647  0.001
46 H -2.4027 -0.0746 -3.5327  -0.001
47 H 0.4230 -1.0853 -3.2296  -0.012
48 H -0.5254 -1.5061 -4.5827  0.002
49 H -0.9263 -1.9557 -2.9081  -0.012
50 H -3.4842 1.2065 -1.1714  0.000
51 H -2.6427 3.5220 -2.9108  0.000
52 H -4.2357 3.2016 -2.2366  0.000
53 H -3.6258 2.0943 -3.3885  0.000
54 H -1.6924 3.6409 -0.5112  0.000
55 H -2.1583 2.3279 0.6238  0.001
56 H -3.3589 3.4168 -0.1213  0.000
57 H -0.2645 3.3788 -2.8963  0.001
58 H 1.0806 5.3902 -3.2790  0.000
59 H 2.5862 5.6549 -2.5302  0.001
60 H 1.2295 6.2641 -1.7147  0.001
61 H 2.8644 4.2360 -0.0601  0.000
62 H 2.5358 2.0580 0.9901  0.002
63 H 0.6031 1.5918 2.8467  -0.001
64 H 0.6329 0.5252 4.3168  -0.002
65 H -0.4415 0.1999 2.9830  0.011
66 H 2.3301 -1.0505 4.4498  -0.004
67 H 3.8088 -2.9902 4.6355  -0.001
68 H 5.1274 -2.1839 3.8592  0.000
69 H 4.5144 -3.7002 3.1398  0.000
70 H 4.3592 -2.4145 0.9846  0.004
71 H 3.6906 -1.7900 -1.2374  -0.001
72 H 3.7660 -0.0699 -0.9382  0.000
73 H 2.2355 -0.8201 -1.4289  0.008
74 O -4.5415 -3.0748 -0.7032  -0.002
75 S -3.9366 -1.7820 -0.4506  -0.001
76 O -3.6693 -1.8680 1.1190  0.014
77 O -2.5386 -1.7771 -1.0219  -0.006
78 O -4.7005 -0.5889 -0.7910  0.002

Summary:
Energy relative to the best compared isomer or geometry (same formula, charge and spin) = 0.2190 eV
LUMO energy (spin up / spin down) = 2.559 / 2.559 eV
<S²> = 6.0457
2S+1 = 5
Total charge = -1



No. 6
Molecular formula: C22H51NNiO16PdS7
Method: DFT, ωB97M-V/def2-TZVPD

Each line ends with the Mulliken spin population.
Geometry (Å):
1 Ni -12.0982 12.6693 1.7401  1.803
2 Pd -15.6150 12.1901 -2.3148  1.597
3 S -13.9309 12.3585 -0.0731  -0.030
4 O -13.6324 12.0338 -1.4933  0.114
5 O -15.3816 12.4614 -0.0057  0.035
6 O -13.2424 11.3414 0.7920  0.051
7 O -13.2672 13.6174 0.4350  0.117
8 C -10.8723 10.8360 -1.4523  0.030
9 C -9.3332 10.8613 -1.4679  0.002
10 O -9.0162 9.8106 -2.3651  0.000
11 C -10.0241 9.7216 -3.2717  0.000
12 O -9.9698 9.2156 -4.3365  0.000
13 O -11.1560 10.2452 -2.7298  -0.003
14 H -11.2945 11.8361 -1.4845  -0.011
15 H -11.3156 10.2345 -0.6617  -0.005
16 H -8.8899 10.6426 -0.5009  0.000
17 H -9.0032 11.8363 -1.8310  0.000
18 C -13.2247 15.7028 -2.3214  0.006
19 C -11.8633 15.1504 -2.8299  -0.001
20 O -11.7109 15.8186 -4.1046  0.000
21 C -12.8003 16.5632 -4.3958  0.000
22 O -12.9569 17.1741 -5.3983  0.000
23 O -13.6789 16.5465 -3.3578  0.001
24 H -13.0249 16.2975 -1.4293  0.000
25 H -13.8672 14.8436 -2.1492  -0.002
26 H -11.9336 14.1037 -3.1119  0.001
27 H -11.0371 15.5163 -2.2287  0.000
28 C -15.1421 7.8274 4.2391  0.000
29 C -15.7520 8.9993 3.5180  0.000
30 C -15.2924 9.1553 2.0740  0.001
31 C -15.4326 7.9497 1.2594  0.000
32 N -15.4543 6.9899 0.6292  0.000
33 H -15.2662 6.8772 3.7152  0.000
34 H -15.6563 7.5979 5.1777  0.000
35 H -14.0935 7.9778 4.4982  0.000
36 H -15.6342 9.9565 4.0385  0.000
37 H -16.8497 8.9684 3.5187  0.000
38 H -14.2376 9.4426 2.0472  -0.001
39 H -15.8066 9.9639 1.5444  -0.001
40 C -19.1391 9.1421 -1.3065  0.003
41 S -18.3511 10.5096 -0.4761  0.007
42 O -17.1550 10.8528 -1.3254  0.010
43 C -19.5982 11.7395 -0.7834  -0.001
44 H -19.0577 9.2607 -2.3844  0.000
45 H -20.1952 9.1794 -1.0256  0.001
46 H -18.7657 8.1902 -0.9385  0.000
47 H -19.8488 11.9033 -1.8314  0.001
48 H -19.2663 12.6711 -0.3327  0.001
49 H -20.4899 11.3583 -0.2815  0.000
50 C -15.8876 15.8629 0.2063  0.003
51 S -16.5160 15.6715 -1.4502  0.015
52 O -15.9741 14.3708 -1.9412  0.010
53 C -18.2569 15.5214 -1.0491  0.000
54 H -16.2149 15.0555 0.8576  0.000
55 H -16.0222 16.8854 0.5590  0.000
56 H -14.8016 15.7744 0.1186  0.000
57 H -18.4135 15.1722 -0.0302  0.000
58 H -18.7272 14.8925 -1.8033  0.000
59 H -18.7236 16.5041 -1.1364  0.000
60 C -13.7192 12.8012 5.8391  0.004
61 S -13.8740 13.6534 4.2678  0.006
62 O -13.3363 12.6833 3.2331  0.046
63 C -15.6470 13.6192 4.0904  0.002
64 H -13.2852 11.8071 5.7444  0.000
65 H -14.6996 12.6093 6.2777  0.001
66 H -13.1527 13.4345 6.5171  0.000
67 H -16.0793 12.6782 4.4202  -0.001
68 H -15.8702 13.7566 3.0301  0.000
69 H -16.0614 14.4859 4.6047  0.000
70 C -10.4090 15.7090 4.4280  0.001
71 S -9.9729 14.9888 2.8571  0.003
72 O -11.2975 14.3458 2.4294  -0.005
73 C -9.9383 16.4927 1.8873  0.001
74 H -9.7759 16.5298 4.7542  0.001
75 H -10.3991 14.8991 5.1593  0.000
76 H -11.4470 16.0445 4.3772  0.000
77 H -9.7543 16.1557 0.8676  0.000
78 H -9.0750 17.0918 2.1784  0.001
79 H -10.8709 17.0370 1.9998  0.000
80 C -14.6819 8.9258 -1.8511  -0.010
81 S -15.3555 8.9934 -3.4869  0.011
82 O -15.5993 10.4855 -3.7127  0.081
83 C -13.8538 8.6539 -4.3874  0.001
84 H -13.8262 9.5850 -1.7162  0.013
85 H -14.4280 7.8958 -1.5958  -0.003
86 H -15.4799 9.2109 -1.1705  0.003
87 H -13.5542 7.6269 -4.1635  0.001
88 H -13.0597 9.2957 -4.0066  0.001
89 H -14.0202 8.7619 -5.4548  0.000
90 C -14.8388 13.1923 -6.4235  0.001
91 S -13.6406 13.3453 -5.0995  0.034
92 O -14.3997 12.9873 -3.8460  0.057
93 C -12.4704 12.0119 -5.3578  -0.002
94 H -15.4349 12.3002 -6.2352  0.001
95 H -14.2952 13.1739 -7.3657  0.000
96 H -15.4516 14.0831 -6.3083  0.000
97 H -12.9545 11.1941 -5.8910  0.001
98 H -12.3106 11.6484 -4.3410  0.002
99 H -11.5404 12.3515 -5.8008  0.001

Summary:
LUMO energy (spin up / spin down) = -5.133 / -5.842 eV
<S²> = 6.0080
2S+1 = 5
Total charge = +2



No. 7
Molecular formula: C2H3FO
Method: DFT, ωB97M-V/def2-TZVPD

Each line ends with the Löwdin charge.
Geometry (Å):
1 C 0.6247 0.1463 -0.4879  -0.236
2 C -0.3066 0.0222 0.5443  -0.008
3 O 1.6685 0.4972 -0.7993  0.250
4 F -0.1476 -0.7626 -1.9580  -0.354
5 H 0.1030 -0.6274 1.2982  0.109
6 H -0.5871 1.0124 0.9719  0.126
7 H -1.3550 -0.2881 0.4308  0.114

Summary:
Energy relative to the best compared isomer or geometry (same formula, charge and spin) = 2.0005 eV
LUMO energy = 0.391 eV
2S+1 = 1
Total charge = 0



No. 8
Molecular formula: C3H7N3O
Method: DFT, ωB97M-V/def2-TZVPD

Each line ends with the Löwdin charge.
Geometry (Å):
1 C -0.2672 -0.4266 2.9376  0.068
2 C -0.0014 -0.1211 1.6638  0.125
3 N 0.1060 0.0686 0.5153  0.333
4 C 0.0861 0.3800 -0.7874  -0.159
5 N 0.7075 1.3981 -1.2592  0.343
6 N -0.2027 -0.7274 -1.7820  0.119
7 O -0.2430 -0.1083 -3.0259  0.012
8 H 0.3848 -0.1065 3.8458  0.210
9 H -0.3152 -1.4609 3.2294  0.154
10 H -1.2918 -0.1432 3.0939  0.153
11 H 1.3507 1.9642 -0.8539  0.140
12 H 0.7453 1.5327 -2.2464  0.158
13 H -0.8968 -1.3807 -1.6319  0.137
14 H -0.1624 -0.8690 -3.6992  0.206

Summary:
Energy relative to the best compared isomer or geometry (same formula, charge and spin) = 4.4531 eV
LUMO energy (spin up / spin down) = -10.814 / -10.814 eV
SMILES string = CC#[N+]C(=[NH2+])NO
2S+1 = 1
Total charge = +2



Computed E (hartree) in order:
-3537.96378 -402.89561 -381.13320 -2160.89114 -3622.31762 -6550.31327 -253.05372 -357.19283